[1]
{
  "formula": "F2O2S",
  "method": "the ωB97M-V functional and the def2-TZVPD basis",
  "largest_force_ev_per_a": 6.53,
  "homo_lumo_gap_ev": 10.03,
  "lumo_energy_ev": -2.1,
  "elements": ["O", "O", "F", "F", "S"],
  "xyz": [[-0.46741, 0.92282, -0.31962], [1.01214, -0.42696, 1.18047], [0.30015, 1.42320, -1.44649], [-0.57827, -1.61796, -0.24309], [-0.42003, -0.38369, 0.78546]],
  "forces_ev_per_a": [[-2.0759, 0.9168, 0.2494], [-3.9425, -0.5615, -0.0168], [0.1028, -1.5830, 1.2224], [-0.2210, 0.6046, 0.6958], [6.1366, 0.6231, -2.1507]]
}

[2]
{
  "formula": "F2O4S3",
  "method": "the ωB97M-V functional and the def2-TZVPD basis",
  "largest_force_ev_per_a": 4.66,
  "homo_lumo_gap_ev": 10.20,
  "lumo_energy_ev": -0.4,
  "elements": ["O", "O", "O", "O", "F", "F", "S", "S", "S"],
  "xyz": [[-0.32132, -1.37327, 0.78744], [-1.34909, 0.81597, 1.25655], [0.78804, 0.61042, 0.05953], [0.69806, -1.25580, -1.60507], [0.66260, 0.14907, 2.38765], [-1.07303, 0.26351, -1.34879], [1.35619, 1.23006, -2.81909], [-0.29453, -0.05417, 1.12139], [0.53392, 0.13523, -1.44154]],
  "forces_ev_per_a": [[-0.7071, -3.8920, 0.0716], [-1.9489, 1.4137, 0.5885], [-0.0786, 0.4729, 0.2777], [0.4758, -0.4098, 0.3370], [-1.0347, -0.2307, -1.4953], [0.8967, 0.6733, -0.4869], [-1.0494, -0.4086, 1.9883], [3.5347, 2.3526, 1.9129], [-0.0886, 0.0286, -3.1938]]
}

[3]
{
  "formula": "F2V2",
  "method": "the ωB97M-V functional and the def2-TZVPD basis",
  "multiplicity": 6,
  "largest_force_ev_per_a": 4.72,
  "total_charge": 3,
  "homo_lumo_gap_ev": [5.48, 9.99],
  "lumo_energy_ev": [-21.3, -19.9],
  "s_squared": 8.860,
  "elements": ["V", "V", "F", "F"],
  "xyz": [[-0.27110, -1.69519, 0.22563], [0.18771, 1.67097, -0.32559], [-0.95090, -0.01993, -0.85626], [1.03428, 0.04415, 0.95622]],
  "forces_ev_per_a": [[0.2850, -0.0355, 0.3503], [-0.3073, -4.5648, 1.1718], [2.0327, 2.5524, 1.0163], [-2.0103, 2.0478, -2.5384]]
}

[4]
{
  "formula": "F3HO3Si",
  "method": "the ωB97M-V functional and the def2-TZVPD basis",
  "largest_force_ev_per_a": 2.55,
  "homo_lumo_gap_ev": 11.36,
  "lumo_energy_ev": -0.3,
  "elements": ["F", "O", "O", "Si", "F", "O", "F", "H"],
  "xyz": [[3.12609, -0.48383, -0.75867], [3.11562, -0.70615, 0.66107], [1.83071, -0.42543, 1.17717], [0.66340, 0.56410, 0.63343], [0.03947, 0.95186, 2.04141], [1.25699, 1.90812, -0.10377], [0.42164, 2.54257, -1.02571], [0.07834, -0.21255, -0.37988]],
  "forces_ev_per_a": [[-0.4027, -0.1084, 0.6484], [-0.7614, 0.4646, -0.1222], [2.3854, -0.8562, 0.2468], [-0.0780, 0.4863, 0.2209], [-0.4962, -0.2219, -0.6474], [1.3394, 0.8798, 0.2751], [-0.4936, -0.2635, -0.0991], [-1.4930, -0.3807, -0.5225]]
}

[5]
{
  "formula": "F3HOSi",
  "method": "the ωB97M-V functional and the def2-TZVPD basis",
  "largest_force_ev_per_a": 3.87,
  "homo_lumo_gap_ev": [8.84, 8.84],
  "lumo_energy_ev": [-1.7, -1.7],
  "elements": ["O", "F", "F", "F", "Si", "H"],
  "xyz": [[0.12386, -0.53716, 0.51601], [3.32914, 0.59708, 1.13227], [2.49368, 1.68631, -1.04963], [3.24529, -0.76421, -1.04077], [2.56076, 0.36936, -0.20850], [-0.42967, -0.04144, -0.08909]],
  "forces_ev_per_a": [[3.6839, 0.9967, -0.6630], [-0.2505, -0.0175, -0.0959], [-0.2417, -0.1437, 0.1365], [-0.2652, 0.0871, 0.1131], [-2.7554, -1.2471, 0.8859], [-0.1711, 0.3245, -0.3765]]
}

[6]
{
  "formula": "F3HOSi",
  "method": "the ωB97M-V functional and the def2-TZVPD basis",
  "largest_force_ev_per_a": 5.65,
  "homo_lumo_gap_ev": 11.77,
  "lumo_energy_ev": 0.2,
  "elements": ["O", "Si", "F", "F", "F", "H"],
  "xyz": [[1.44397, -0.51051, -0.12530], [-0.46796, 0.07770, -0.18942], [-0.77034, 0.71315, 1.19700], [-1.34705, -1.17147, -0.53962], [-0.71313, 1.26109, -1.14835], [1.85451, -0.36996, 0.80569]],
  "forces_ev_per_a": [[-3.6962, 1.6395, 1.6335], [5.2640, -1.8406, 0.9385], [-0.3127, -0.2272, 0.8821], [0.1465, 0.2851, 0.0122], [0.0296, 0.3181, -1.1800], [-1.4313, -0.1749, -2.2863]]
}

[7]
{
  "formula": "F3NS",
  "method": "the ωB97M-V functional and the def2-TZVPD basis",
  "largest_force_ev_per_a": 2.70,
  "homo_lumo_gap_ev": [8.27, 8.38],
  "lumo_energy_ev": [-1.9, -1.1],
  "elements": ["N", "F", "F", "F", "S"],
  "xyz": [[-1.41488, 0.50832, 0.20563], [-2.22594, -0.41445, -0.17634], [1.08723, 1.15376, 0.21692], [1.90339, -1.01490, 0.27658], [0.65020, -0.23273, -0.52280]],
  "forces_ev_per_a": [[1.5096, 0.7467, -0.0216], [-1.0610, -1.0041, -0.4064], [-0.5113, -0.8307, -0.7562], [-1.1262, 0.3997, -1.1399], [1.1888, 0.6884, 2.3242]]
}

[8]
{
  "formula": "F4H12O10P2Sr2",
  "method": "the ωB97M-V functional and the def2-TZVPD basis",
  "largest_force_ev_per_a": 4.26,
  "total_charge": 2,
  "homo_lumo_gap_ev": 9.02,
  "lumo_energy_ev": -6.7,
  "elements": ["Sr", "Sr", "O", "P", "O", "F", "F", "O", "P", "O", "F", "F", "O", "H", "H", "O", "H", "H", "O", "H", "H", "O", "H", "H", "O", "H", "H", "O", "H", "H"],
  "xyz": [[-1.40575, 0.44800, 3.38083], [2.85879, -1.93102, -0.97077], [0.69250, -0.88117, -1.11234], [-0.45135, -0.18760, -0.40381], [-0.48233, 0.09229, 1.10831], [-1.60395, -1.28743, -0.88835], [-0.91598, 1.13355, -1.22495], [1.06287, -0.45261, 3.47426], [2.31642, -1.10554, 2.96463], [2.42971, -1.51943, 1.51327], [2.32109, -2.47289, 3.82256], [3.65902, -0.24499, 3.53442], [-3.07374, 1.58145, -2.56494], [-2.94739, 2.45572, -2.93361], [-2.29933, 1.43595, -2.02148], [-2.43935, -1.76517, 2.44424], [-1.84589, -2.37121, 2.00068], [-3.27711, -2.22732, 2.47270], [2.80406, -0.10260, -2.96138], [3.25230, 0.28975, -3.71063], [1.87359, 0.03304, -3.14041], [0.21735, 3.56403, -1.68128], [-0.23931, 2.73982, -1.51283], [-0.24426, 4.20821, -1.14445], [0.10678, 2.64229, 2.43868], [-0.00405, 3.57867, 2.60344], [0.61699, 2.59966, 1.62992], [-0.90846, -3.75368, -2.19203], [-1.51883, -3.07409, -1.90594], [-0.55449, -3.42577, -3.01872]],
  "forces_ev_per_a": [[1.8249, -0.3978, -0.8471], [-0.7003, 0.7466, 0.7316], [0.0517, 1.6930, 0.9670], [-1.0760, -2.5123, 0.3498], [-0.4103, -0.3511, -3.7474], [0.8826, 2.7277, 1.5053], [1.2133, -2.2805, 1.6471], [0.2936, 0.5093, -0.6299], [0.2315, -0.5072, 2.1869], [0.7865, 0.6933, 0.3790], [0.9768, 1.7145, -1.1399], [-3.1371, -2.3405, -1.6699], [-0.2209, -0.1393, 0.0581], [-0.1281, 0.2626, -0.2456], [-0.5550, 0.1201, -0.3923], [0.1278, 0.6103, 0.3768], [0.3544, -0.1986, -0.2255], [-0.4604, -0.1312, 0.0986], [0.1174, -0.6801, 0.6004], [0.4351, 0.1330, -0.2564], [-0.5070, 0.1560, 0.0332], [0.2846, -0.1098, 0.1047], [0.0049, 0.1992, -0.1266], [-0.1056, 0.3821, -0.0101], [-0.6934, -0.3991, 0.4305], [0.0212, 0.4105, 0.1917], [0.2224, -0.2297, -0.2716], [0.4993, -0.1787, 0.2735], [-0.2146, 0.1299, 0.0022], [-0.1191, -0.0321, -0.3738]]
}